Entry 1:
54
Properties=species:S:1:pos:R:3:lowdin_charge:R:1 method="wB97M-V/def2-TZVPD" homo_energy_ev=-4.39 gap_ev=6.89 total_charge=-1 e_tot_ha=-2439.36588
C 2.901 1.313 3.065 -0.076
C 3.732 0.560 2.033 -0.396
C 3.911 1.375 0.746 -0.052
C 3.253 -0.868 1.759 -0.340
C 3.311 -1.747 3.014 -0.069
C 1.913 -0.962 1.045 -0.302
O 0.883 -0.324 1.737 -0.308
P -0.340 0.369 0.715 0.517
O -1.541 -0.089 1.893 -0.336
C -1.340 0.532 3.118 -0.287
C -0.669 1.901 2.845 -0.291
O -0.191 1.930 1.539 -0.326
H 3.487 2.081 3.567 0.073
H 2.099 1.823 2.541 0.055
H 2.407 0.656 3.771 0.071
H 4.735 0.446 2.453 0.117
H 3.804 2.433 0.974 0.074
H 4.932 1.250 0.394 0.066
H 3.199 1.106 -0.024 0.064
H 3.986 -1.285 1.064 0.131
H 3.899 -1.270 3.793 0.067
H 3.830 -2.674 2.781 0.063
H 2.322 -2.015 3.372 0.075
H 2.037 -0.610 0.019 0.076
H 1.667 -2.034 0.967 0.116
H -1.396 0.951 -0.113 -0.008
H -0.535 -0.854 -0.039 0.003
H 0.574 0.891 -0.247 -0.006
H -2.321 0.720 3.563 0.096
H -0.748 -0.052 3.827 0.096
H -1.389 2.708 3.023 0.097
H 0.157 2.047 3.550 0.087
C -1.146 -1.245 -4.255 -0.186
C 0.055 -1.171 -5.174 -0.170
O 0.621 0.117 -4.892 -0.198
S 0.381 0.488 -3.329 0.589
O 1.539 0.144 -2.593 -0.227
O -0.215 1.770 -3.283 -0.205
O -0.733 -0.620 -3.053 -0.193
H -1.999 -0.699 -4.657 0.104
H -1.447 -2.268 -4.038 0.135
H -0.209 -1.244 -6.225 0.129
H 0.797 -1.936 -4.927 0.128
C -4.140 -0.282 -0.425 -0.158
C -4.861 -1.383 -1.177 -0.158
O -5.561 -0.701 -2.235 -0.200
S -4.689 0.567 -2.699 0.599
O -3.917 0.218 -3.838 -0.232
O -5.523 1.714 -2.693 -0.222
O -3.705 0.611 -1.451 -0.191
H -4.816 0.257 0.242 0.137
H -3.279 -0.638 0.136 0.112
H -5.569 -1.924 -0.557 0.130
H -4.155 -2.085 -1.628 0.129



Entry 2:
57
Properties=species:S:1:pos:R:3:lowdin_charge:R:1 method="wB97M-V/def2-TZVPD" homo_energy_ev=-5.34 gap_ev=7.64 total_charge=-1 e_tot_ha=-3168.12644
Ca -0.782 -0.450 1.905 1.359
O 0.180 3.072 3.467 -0.352
S -0.170 1.687 3.696 0.254
O -0.239 1.315 5.109 -0.373
O -1.518 1.348 3.047 -0.565
O 0.774 0.757 2.960 -0.544
C -1.023 -3.423 5.777 -0.074
N -1.909 -2.276 5.844 0.015
C -1.965 -1.404 4.797 -0.592
N -2.683 -0.263 4.957 0.166
O -1.416 -1.692 3.727 -0.105
H -1.381 -4.194 6.458 0.074
H 0.008 -3.166 6.032 0.085
H -1.037 -3.807 4.761 0.082
H -2.120 -1.899 6.752 0.127
H -2.797 0.068 5.901 0.099
H -2.351 0.475 4.316 0.044
C 4.009 3.536 -2.444 -0.123
C 3.573 2.209 -1.831 -0.278
C 2.671 2.402 -0.619 -0.212
C 2.241 1.101 0.045 -0.208
N 1.498 0.235 -0.874 0.002
C 0.196 0.439 -1.192 -0.827
S -0.755 1.617 -0.471 0.744
N -0.273 -0.370 -2.163 -0.006
C -1.656 -0.406 -2.598 -0.234
C -2.062 0.755 -3.499 -0.218
C -1.357 0.810 -4.856 -0.260
C 0.065 1.373 -4.812 -0.112
H 4.642 3.388 -3.321 0.061
H 4.568 4.133 -1.719 0.069
H 3.138 4.120 -2.750 0.070
H 4.456 1.629 -1.539 0.106
H 3.046 1.614 -2.582 0.092
H 1.775 2.960 -0.905 0.090
H 3.184 3.007 0.135 0.123
H 1.661 1.311 0.945 0.073
H 3.122 0.534 0.351 0.128
H 1.801 -0.727 -0.916 0.126
H 0.349 -1.088 -2.496 0.136
H -2.299 -0.436 -1.717 0.101
H -1.793 -1.343 -3.144 0.112
H -1.906 1.690 -2.956 0.069
H -3.140 0.660 -3.658 0.111
H -1.954 1.439 -5.522 0.098
H -1.352 -0.188 -5.309 0.101
H 0.066 2.366 -4.360 0.076
H 0.481 1.458 -5.818 0.064
H 0.731 0.746 -4.220 0.051
C -1.097 -3.762 -1.178 -0.137
S -0.982 -3.058 0.469 0.359
O -2.088 -2.099 0.590 -0.433
O -1.043 -4.193 1.355 -0.325
O 0.285 -2.299 0.514 -0.433
H -2.063 -4.256 -1.247 0.065
H -0.289 -4.482 -1.281 0.062
H -1.020 -2.968 -1.913 0.019



Entry 3:
56
Properties=species:S:1:pos:R:3:lowdin_spin:R:1 method="wB97M-V/def2-TZVPD" homo_energy_ev="-5.28 / -9.19" gap_ev="5.19 / 9.03" total_charge=0 multiplicity=4 e_tot_ha=-3031.49299
Ti 0.317 0.411 0.715 1.999
N 2.483 0.000 0.717 0.132
S 3.903 -0.159 0.000 0.129
O 4.795 -1.190 0.443 0.070
O 4.369 1.041 -0.678 0.099
F 3.219 -0.910 -1.288 0.004
S 3.195 0.863 1.997 0.214
O 3.225 2.302 1.821 0.074
O 4.070 0.246 2.957 0.125
F 1.729 0.811 2.781 0.023
N -4.897 2.956 -0.742 0.000
C -3.873 2.190 -1.200 0.000
C -2.863 2.243 -0.263 0.006
C -3.296 3.113 0.761 0.001
C -4.585 3.528 0.457 0.000
H -5.756 3.170 -1.215 0.000
H -3.985 1.729 -2.168 0.000
H -1.867 1.848 -0.353 0.007
H -2.716 3.464 1.600 0.000
H -5.264 4.198 0.952 0.000
C -0.347 -2.341 -3.178 0.000
C 0.444 -1.227 -2.511 0.002
O 0.115 -1.232 -1.099 0.025
H 0.082 -2.761 -4.086 0.000
H -1.397 -2.074 -3.333 0.000
H -0.484 -3.189 -2.495 0.000
H 0.094 -0.306 -2.970 0.000
H 1.512 -1.400 -2.591 0.000
H 0.737 -1.850 -0.650 0.002
C -2.462 -1.422 0.908 0.010
C -2.553 -0.495 2.112 0.004
O -1.291 0.084 2.520 0.019
H -1.458 -1.845 0.781 0.003
H -2.693 -0.930 -0.037 0.001
H -3.107 -2.293 1.023 0.001
H -3.020 -0.996 2.958 0.000
H -3.229 0.314 1.834 0.000
H -0.979 -0.518 3.209 0.001
C 1.899 -4.885 0.959 0.000
C 2.131 -3.539 1.629 0.001
O 1.423 -2.555 0.837 0.009
H 0.839 -5.147 0.939 0.000
H 2.360 -5.670 1.567 0.000
H 2.321 -4.924 -0.041 0.000
H 3.175 -3.231 1.522 0.000
H 1.812 -3.535 2.672 0.000
H 1.848 -1.667 0.898 0.005
C 1.322 2.728 -2.022 0.005
C 0.753 3.546 -0.880 0.002
O 0.739 2.778 0.342 0.020
H 1.530 3.298 -2.928 0.000
H 0.724 1.872 -2.339 0.003
H 2.290 2.344 -1.677 0.001
H -0.277 3.870 -1.060 0.000
H 1.268 4.498 -0.736 0.000
H 1.679 2.847 0.631 0.002



Entry 4:
51
Properties=species:S:1:pos:R:3:lowdin_charge:R:1 method="wB97M-V/def2-TZVPD" homo_energy_ev=-16.87 gap_ev=2.24 total_charge=+3 e_tot_ha=-1115.58149
Zr 2.267 0.702 -2.591 1.931
O 1.481 -0.012 -0.841 -0.415
H 1.662 0.046 0.117 0.004
C -1.600 -1.859 2.313 -0.320
O -1.641 -2.115 3.495 0.124
N -1.694 -0.669 1.683 -0.102
C -1.586 0.629 2.415 0.028
C -2.116 -0.565 0.270 -0.028
H -1.638 -2.608 1.508 0.137
H -2.375 1.276 2.032 0.104
H -0.674 1.203 2.246 0.063
H -1.662 0.449 3.487 0.112
H -1.440 -0.038 -0.404 0.069
H -2.226 -1.524 -0.237 0.091
H -3.018 0.034 0.150 0.108
C -0.822 -0.821 -3.755 -0.205
O 0.225 -0.148 -3.508 -0.220
N -1.854 -0.279 -4.438 -0.126
C -1.705 1.019 -5.158 0.010
C -3.129 -0.946 -4.692 -0.009
H -1.146 -1.809 -3.393 0.167
H -0.773 1.560 -4.993 0.078
H -2.574 1.625 -4.900 0.108
H -1.725 0.894 -6.241 0.116
H -3.307 -1.658 -3.886 0.097
H -3.896 -0.178 -4.586 0.108
H -3.404 -1.494 -5.593 0.120
C 2.066 4.555 -0.213 -0.270
O 1.979 5.666 -0.798 0.079
N 1.517 4.343 1.006 -0.117
C 1.684 3.094 1.751 -0.020
C 0.656 5.362 1.674 0.041
H 2.728 3.761 -0.593 0.112
H 2.083 2.351 1.060 0.058
H 0.718 2.630 1.952 0.069
H 2.344 3.018 2.615 0.124
H -0.217 4.740 1.871 0.099
H 1.046 5.729 2.623 0.120
H 0.401 6.176 0.996 0.107
C 2.165 -2.241 1.481 -0.292
O 2.124 -1.218 2.125 0.065
N 1.989 -3.484 2.054 -0.126
C 1.748 -3.718 3.448 0.000
C 1.999 -4.681 1.248 -0.015
H 2.359 -2.392 0.408 0.130
H 0.678 -3.822 3.629 0.115
H 2.119 -2.905 4.073 0.112
H 2.300 -4.562 3.862 0.120
H 2.453 -5.520 1.776 0.115
H 0.946 -4.954 1.173 0.116
H 2.487 -4.641 0.274 0.105



Entry 5:
54
Properties=species:S:1:pos:R:3:lowdin_spin:R:1 method="wB97M-V/def2-TZVPD" homo_energy_ev="-6.54 / -7.29" gap_ev="5.78 / 5.83" total_charge=0 multiplicity=3 e_tot_ha=-1689.24417
O -2.450 3.068 1.824 0.036
H -2.542 4.035 2.080 0.001
Pd -0.756 0.870 -0.218 0.146
N -1.308 0.597 1.689 0.228
N 0.872 1.599 0.795 0.230
N -1.983 -0.465 -1.070 0.038
N 0.114 0.570 -2.050 0.020
O -2.277 -0.153 2.044 0.403
O -2.917 -1.085 -0.347 0.003
O 1.402 0.906 -2.258 0.002
O 1.972 1.889 0.215 0.274
C 0.639 1.829 2.117 0.019
C -0.586 1.303 2.609 0.104
C -1.694 -0.888 -2.303 0.051
C -0.434 -0.398 -2.802 0.038
C -1.112 1.463 3.990 0.009
H -2.092 1.957 3.945 0.003
H -0.415 2.111 4.527 0.000
H -1.174 0.478 4.479 0.004
C 1.564 2.716 2.881 0.000
H 1.659 3.677 2.353 0.000
H 2.557 2.252 2.950 0.000
H 1.146 2.883 3.883 0.000
C -2.455 -2.006 -2.905 0.008
C 0.306 -1.019 -3.924 0.005
H -3.473 -2.043 -2.504 0.000
H -1.954 -2.961 -2.692 0.002
H -2.510 -1.897 -3.990 0.002
H 1.390 -0.879 -3.799 0.000
H -0.048 -0.540 -4.848 0.003
H 0.100 -2.095 -3.983 0.001
H -2.741 -0.729 0.627 -0.002
H 1.725 1.275 -1.345 -0.001
C -1.472 2.693 -0.617 0.282
H -2.074 3.065 0.225 0.020
H -1.905 2.451 -1.592 0.023
H -0.547 3.222 -0.846 0.020
O -4.582 1.516 1.354 0.010
H -3.923 2.135 1.817 0.000
H -4.315 1.606 0.420 0.000
C 2.868 -3.186 -1.671 0.001
P 2.341 -2.246 -0.212 0.002
C 1.933 -3.420 1.080 0.000
C 3.747 -1.123 0.087 0.001
O 1.094 -1.449 -0.530 0.015
H 3.295 -4.192 -1.497 0.000
H 3.594 -2.609 -2.260 0.000
H 1.924 -3.256 -2.227 0.000
H 2.717 -4.160 1.215 0.000
H 1.808 -2.849 2.003 0.000
H 0.997 -3.945 0.852 0.000
H 3.507 -0.275 -0.572 0.000
H 3.703 -0.813 1.137 0.000
H 4.766 -1.482 -0.138 0.000



Entry 6:
54
Properties=species:S:1:pos:R:3:lowdin_charge:R:1 method="wB97M-V/def2-TZVPD" homo_energy_ev=-8.51 smiles="C[C@H](Br)C[SiH2]O[SiH2]P(C)O.CCOC(=O)OC.CCOC(=O)OC" gap_ev=9.04 total_charge=0 e_tot_ha=-4571.62319
C 2.297 3.093 -3.022 -0.156
C 1.527 1.856 -2.611 -0.786
Br 1.629 1.661 -0.657 0.703
C 2.022 0.588 -3.289 -0.358
Si 1.202 -1.027 -2.831 0.491
O -0.426 -0.825 -3.019 -0.490
Si -1.666 -0.539 -1.974 0.383
P -2.949 1.239 -2.583 0.705
C -2.242 1.594 -4.247 -0.327
O -2.112 2.460 -1.782 -0.419
H 3.348 3.011 -2.741 0.078
H 2.240 3.207 -4.108 0.084
H 1.894 3.994 -2.560 0.074
H 0.462 1.999 -2.799 0.051
H 3.106 0.491 -3.161 0.083
H 1.849 0.712 -4.367 0.087
H 1.673 -2.072 -3.763 -0.024
H 1.494 -1.448 -1.444 -0.029
H -1.144 -0.188 -0.629 -0.044
H -2.521 -1.742 -1.863 -0.057
H -1.380 2.253 -4.125 0.027
H -1.914 0.680 -4.744 0.026
H -2.983 2.092 -4.871 0.025
H -2.156 2.374 -0.829 0.027
C 3.562 -1.482 1.775 -0.058
C 4.314 -0.375 1.073 -0.222
O 5.430 0.096 1.857 0.039
C 6.523 -0.659 1.802 -0.615
O 6.676 -1.647 1.129 0.118
O 7.450 -0.111 2.589 0.003
C 8.697 -0.813 2.611 -0.039
H 3.237 -1.156 2.763 0.083
H 2.678 -1.741 1.190 0.070
H 4.183 -2.371 1.876 0.078
H 3.688 0.502 0.934 0.055
H 4.681 -0.700 0.099 0.122
H 9.078 -0.947 1.600 0.095
H 8.574 -1.789 3.078 0.097
H 9.366 -0.191 3.197 0.092
C -6.354 -2.290 4.545 -0.065
C -6.122 -0.797 4.515 -0.208
O -5.337 -0.405 3.370 0.033
C -6.011 -0.312 2.225 -0.616
O -7.196 -0.478 2.082 0.120
O -5.156 0.032 1.263 -0.002
C -5.747 0.188 -0.035 -0.038
H -5.405 -2.825 4.511 0.081
H -6.868 -2.560 5.468 0.080
H -6.971 -2.600 3.704 0.076
H -5.526 -0.467 5.364 0.122
H -7.062 -0.246 4.501 0.122
H -6.577 0.890 0.005 0.098
H -6.106 -0.772 -0.404 0.100
H -4.949 0.563 -0.667 0.023



Entry 7:
55
Properties=species:S:1:pos:R:3:lowdin_charge:R:1 method="wB97M-V/def2-TZVPD" homo_energy_ev=-9.69 smiles=ClC(Cl)(Cl)Cl.ClC(Cl)(Cl)Cl.CCO.CCO.CCO.CCO.CCO gap_ev=9.73 total_charge=0 e_tot_ha=-4532.82492
C 5.275 9.003 15.550 -0.068
C 6.305 9.065 14.426 -0.335
O 7.120 7.931 14.347 -0.128
H 5.119 7.921 15.701 0.085
H 4.335 9.329 15.154 0.058
H 5.613 9.560 16.477 0.099
H 6.942 9.947 14.574 0.108
H 5.766 9.082 13.378 0.134
H 7.637 7.884 13.479 0.086
C 10.762 13.418 13.767 -0.079
C 9.381 12.697 13.866 -0.304
O 9.318 11.634 12.953 -0.109
H 10.881 13.971 12.837 0.065
H 11.524 12.702 13.809 0.042
H 10.879 14.103 14.651 0.086
H 8.469 13.327 13.670 0.129
H 9.406 12.264 14.900 0.111
H 8.438 11.615 12.609 -0.005
C 9.706 7.421 16.570 -0.085
C 8.370 7.325 17.369 -0.293
O 7.492 6.332 16.810 -0.095
H 10.418 8.111 17.070 0.075
H 9.375 7.823 15.561 0.063
H 10.149 6.459 16.335 0.062
H 7.911 8.274 17.338 0.073
H 8.577 6.969 18.422 0.124
H 7.335 6.511 15.898 0.023
C 11.117 6.863 11.720 -0.113
C 10.996 8.217 12.188 -0.339
O 9.655 8.500 12.606 -0.088
H 10.634 6.151 12.383 0.091
H 12.158 6.571 11.684 0.084
H 10.852 6.705 10.720 0.050
H 11.432 8.928 11.384 0.123
H 11.665 8.344 13.041 0.114
H 9.747 9.422 12.795 0.034
C 7.380 12.602 9.825 -0.073
C 6.734 11.412 10.514 -0.277
O 6.850 11.483 11.954 -0.110
H 7.442 12.240 8.782 0.065
H 8.402 12.722 10.171 0.061
H 6.779 13.473 9.812 0.060
H 7.295 10.606 10.141 0.073
H 5.720 11.202 10.234 0.111
H 6.431 10.647 12.336 0.092
C 10.302 10.004 7.327 -2.070
Cl 10.608 8.345 7.164 0.595
Cl 8.895 10.487 6.448 0.563
Cl 10.316 10.597 9.054 0.514
Cl 11.679 10.925 6.650 0.483
C 6.691 5.753 9.325 -2.031
Cl 7.280 6.350 10.870 0.546
Cl 8.060 4.886 8.512 0.476
Cl 5.332 4.611 9.582 0.512
Cl 6.210 7.053 8.275 0.535



Entry 8:
49
Properties=species:S:1:pos:R:3:lowdin_charge:R:1 method="wB97M-V/def2-TZVPD" homo_energy_ev=-3.48 gap_ev=5.99 total_charge=-1 e_tot_ha=-1345.74935 e_above_lowest_kj_mol=326.2
Cl -0.372 1.962 0.018 -0.991
C 5.103 -2.109 2.049 -0.116
O 4.502 -0.848 2.375 -0.172
C 5.479 0.109 2.713 -0.226
C 4.810 1.478 3.062 -0.183
N 3.753 1.451 4.074 -0.069
C 3.063 2.659 4.244 -0.188
C 4.041 3.736 4.982 -0.172
O 4.612 2.976 6.059 -0.234
C 5.245 3.861 6.992 -0.111
H 4.409 -2.931 2.223 0.088
H 5.877 -2.460 2.731 0.069
H 5.661 -2.053 1.114 0.083
H 6.220 0.056 1.915 0.113
H 5.995 -0.175 3.630 0.108
H 4.265 1.751 2.158 0.123
H 5.576 2.225 3.271 0.106
H 4.308 1.373 4.914 0.086
H 2.144 2.515 4.813 0.114
H 2.679 3.109 3.328 0.121
H 3.383 4.468 5.451 0.106
H 4.837 4.172 4.379 0.107
H 6.048 4.427 6.519 0.082
H 5.867 3.368 7.738 0.076
H 4.479 4.407 7.542 0.087
C -2.805 -1.909 -7.288 -0.110
O -4.000 -2.272 -6.545 -0.210
C -3.769 -2.382 -5.108 -0.167
C -3.732 -0.959 -4.375 -0.212
N -3.670 -1.001 -2.933 -0.041
C -4.859 -0.289 -2.405 -0.198
C -6.183 -1.054 -2.582 -0.284
O -5.945 -2.340 -2.294 -0.153
C -7.040 -3.189 -2.606 -0.104
H -2.028 -2.657 -7.132 0.074
H -2.381 -0.949 -6.994 0.074
H -2.870 -1.953 -8.375 0.075
H -2.983 -3.102 -4.881 0.112
H -4.621 -2.964 -4.757 0.099
H -4.620 -0.442 -4.739 0.102
H -2.912 -0.401 -4.827 0.106
H -2.903 -0.353 -2.822 0.107
H -4.940 0.721 -2.808 0.113
H -4.478 -0.078 -1.406 0.122
H -6.375 -0.859 -3.637 0.113
H -6.859 -0.529 -1.907 0.126
H -7.309 -3.290 -3.657 0.088
H -7.915 -3.085 -1.964 0.081
H -6.791 -4.190 -2.252 0.082